The following is a DFT calculation (wB97M-V/def2-TZVPD) of a 8-piece molecular cluster, C22H45NO7S overall.

Last column: Mulliken charge in e.
Element x y z (Å)
C (-1.46425, 4.02541, 2.37183)  -0.354
C (-0.99472, 5.38880, 2.15002)  0.273
N (-0.57128, 6.44131, 1.97740)  -0.481
H (-0.57846, 3.45749, 2.65582)  0.101
H (-1.83521, 3.60395, 1.44105)  0.099
H (-2.23943, 4.00365, 3.13101)  0.409
C (1.52117, 0.06626, 1.25114)  -1.052
S (-0.26527, 0.33408, 1.38024)  0.411
O (-0.54626, 1.59977, 0.67785)  -0.537
C (-0.69516, -0.96500, 0.20561)  -0.442
H (1.95885, 0.52405, 2.14048)  0.365
H (1.87204, 0.62921, 0.38767)  0.275
H (1.76964, -0.98765, 1.19047)  0.435
H (-1.76844, -1.13540, 0.14762)  0.507
H (-0.20188, -1.88452, 0.51245)  0.224
H (-0.33633, -0.56355, -0.74101)  -0.277
C (-2.61397, 0.47166, -2.88308)  0.007
C (-4.02787, 0.03390, -3.22290)  0.507
O (-4.84310, -0.11701, -2.34677)  -0.565
C (-4.36676, -0.27935, -4.66359)  -1.096
H (-2.70355, 1.47386, -2.45318)  0.215
H (-1.95629, 0.54469, -3.74725)  0.309
H (-2.19797, -0.19941, -2.13667)  -0.284
H (-3.63519, 0.12833, -5.36267)  0.324
H (-5.33242, 0.14397, -4.93720)  0.348
H (-4.38513, -1.36317, -4.78404)  0.258
C (2.32081, 3.77549, 0.64360)  -0.060
C (2.34851, 4.61470, 1.90270)  0.563
O (1.78327, 4.22228, 2.89357)  -0.573
C (3.02606, 5.95798, 1.86939)  -1.224
H (1.29565, 3.74329, 0.28249)  -0.229
H (2.63763, 2.76657, 0.90477)  0.120
H (2.99462, 4.12937, -0.13624)  0.421
H (3.29094, 6.28760, 2.87084)  0.344
H (2.33111, 6.67530, 1.42470)  0.266
H (3.93898, 5.94499, 1.26847)  0.374
C (0.44311, -2.63686, 6.43248)  -0.989
C (1.56187, -2.61058, 5.41562)  0.682
O (2.15141, -3.62128, 5.12080)  -0.559
C (1.96958, -1.26281, 4.86083)  -0.713
H (0.87471, -2.77640, 7.42341)  0.272
H (-0.18686, -3.50184, 6.22990)  0.322
H (-0.15588, -1.72998, 6.40607)  0.311
H (2.21659, -1.29320, 3.80301)  0.081
H (2.83446, -0.92141, 5.42842)  0.324
H (1.13351, -0.56916, 4.97142)  0.287
C (-0.76093, -7.63594, 1.53313)  -1.073
C (-1.61073, -6.41351, 1.29491)  0.639
O (-2.79104, -6.42271, 1.53817)  -0.545
C (-0.95455, -5.19471, 0.66658)  -0.817
H (-0.53473, -8.10243, 0.57016)  0.283
H (-1.33073, -8.33682, 2.13628)  0.317
H (0.19558, -7.39289, 1.99820)  0.331
H (-0.09212, -5.50014, 0.07371)  0.328
H (-0.61276, -4.52935, 1.46157)  0.207
H (-1.71174, -4.69713, 0.06720)  0.331
C (0.15389, 3.06301, -2.26968)  0.108
C (-0.73404, 3.89365, -3.15378)  0.710
O (-1.94274, 3.82851, -3.05457)  -0.572
C (-0.08728, 4.85645, -4.10081)  -1.282
H (-0.02230, 2.01440, -2.53487)  -0.072
H (-0.11848, 3.14503, -1.22158)  -0.254
H (1.21492, 3.25711, -2.42369)  0.355
H (0.27361, 5.70971, -3.51586)  0.315
H (-0.83026, 5.23959, -4.79564)  0.358
H (0.76941, 4.42516, -4.61721)  0.363
C (0.17300, -2.14731, -3.28637)  -0.480
C (1.64938, -2.35364, -3.06079)  0.720
O (2.28431, -1.61976, -2.34409)  -0.551
C (2.28638, -3.58273, -3.67788)  -1.085
H (-0.04943, -2.16304, -4.36023)  0.447
H (-0.18109, -1.23247, -2.83260)  -0.367
H (-0.34684, -3.04207, -2.92699)  0.339
H (2.78030, -4.16409, -2.90457)  0.304
H (3.01251, -3.27003, -4.42892)  0.324
H (1.54570, -4.20122, -4.18836)  0.321

Atomic forces in eV per Å
0.34 0.21 -0.25
-0.10 0.01 0.01
0.01 0.10 -0.09
-0.19 -0.16 0.19
-0.07 -0.01 0.01
0.03 -0.04 0.11
-0.03 0.55 0.37
0.09 -0.95 0.22
-0.14 0.76 -0.31
-0.03 0.13 0.06
0.05 -0.12 -0.03
-0.10 -0.23 -0.22
0.06 -0.05 0.00
-0.05 0.23 0.19
0.07 -0.07 -0.20
0.16 -0.32 -0.09
-0.35 0.39 -0.13
0.28 -0.33 -0.03
-0.10 0.05 0.04
0.17 0.43 -0.31
0.17 -0.07 0.09
-0.01 -0.13 -0.05
-0.02 0.01 0.08
0.08 -0.07 0.10
-0.12 -0.22 0.19
-0.12 -0.02 0.00
0.40 0.05 0.05
0.04 0.19 -0.16
-0.03 -0.26 0.34
0.35 0.03 -0.08
-0.02 -0.09 -0.04
-0.18 -0.05 0.03
-0.14 0.18 -0.02
-0.23 -0.02 0.08
-0.01 -0.01 0.02
-0.14 -0.06 -0.10
-0.11 -0.09 -0.23
0.25 0.01 0.07
0.00 -0.14 -0.19
-0.67 0.11 -0.02
0.01 0.09 0.05
-0.01 -0.02 0.04
-0.01 -0.01 0.14
0.25 -0.31 0.03
0.00 0.17 -0.02
0.28 0.20 0.12
0.02 0.02 0.01
0.09 -0.02 -0.25
-0.16 0.10 0.12
-0.06 -0.45 0.17
-0.02 0.05 -0.01
0.10 -0.06 0.06
-0.04 0.03 0.05
0.00 0.16 -0.07
0.01 0.02 -0.01
0.10 0.17 -0.06
0.19 -0.54 -0.31
-0.51 0.21 0.43
0.29 -0.11 -0.13
-0.04 0.33 -0.10
0.01 0.03 0.06
-0.10 0.09 0.01
-0.02 0.13 0.10
0.10 -0.11 0.02
0.04 -0.08 -0.11
-0.01 -0.02 -0.03
0.13 -0.56 -0.70
-0.17 -0.26 0.34
0.16 0.26 0.06
-0.42 0.10 -0.40
0.10 0.23 0.05
-0.07 0.01 0.08
-0.08 0.21 0.30
0.14 0.03 0.02
0.14 0.01 0.13
0.04 -0.03 0.10

* HOMO energy: -9.44 eV
* HOMO-LUMO gap: 9.6 eV
* net charge: 0
* LUMO energy: 0.17 eV
* energy above the lowest of the compared OMol25 structures with the same formula, charge and spin: 0.0 kcal per mole